No. 1
C36H49N9O6S3SiV as an isolated structure, computed with ωB97M-V with the def2-TZVPD basis set.

Each line ends with the Mulliken charge.
CARTESIAN COORDINATES (ANGSTROEM)
V  -0.17899  -0.75207  -0.66641  0.102
N  5.33768  4.86554  1.50259  -0.580
C  4.34147  3.89103  1.73680  0.524
C  3.48330  3.51123  0.70851  -0.646
C  2.43724  2.64523  0.96379  0.514
C  2.25618  2.12877  2.23728  -0.564
C  3.13098  2.46291  3.25532  -0.744
C  4.16519  3.35549  3.01012  -0.864
S  0.86426  1.06645  2.54461  1.708
O  1.09974  0.45183  3.83027  -0.831
O  -0.32374  1.87108  2.40451  -0.749
N  0.85411  0.02120  1.32664  -0.197
C  1.88614  -0.80660  1.09940  0.041
N  3.02749  -0.86280  1.80112  -0.562
C  3.89992  -1.78351  1.41170  -0.697
C  3.70094  -2.65188  0.34853  -1.143
C  2.51027  -2.50158  -0.35089  -0.550
N  1.62390  -1.59549  0.01787  1.237
H  5.59899  4.91846  0.52867  0.255
H  6.15805  4.73304  2.07591  0.227
H  3.60946  3.91365  -0.28997  0.263
H  1.75276  2.36412  0.17615  -0.051
H  2.99211  2.01899  4.23196  0.568
H  4.84150  3.63849  3.81066  0.297
H  4.82338  -1.82751  1.98429  0.448
H  4.44016  -3.38723  0.06754  0.420
H  2.25860  -3.07637  -1.23743  0.398
C  -2.37663  1.53184  -4.24480  -1.031
N  -1.46632  0.40061  -4.14527  0.447
C  -0.79319  -0.08638  -5.23218  -0.278
C  0.10184  -1.08200  -5.13346  -1.235
C  0.41316  -1.64486  -3.81611  0.379
O  1.29800  -2.49051  -3.65204  -0.754
N  -0.32528  -1.15860  -2.78099  1.068
C  -1.22097  -0.16695  -2.91124  -0.293
O  -1.78279  0.25821  -1.88427  -0.698
H  -1.99924  2.23266  -4.98883  0.441
H  -2.40871  2.03341  -3.28271  0.281
H  -3.38120  1.20209  -4.52210  0.245
H  -1.02926  0.40169  -6.16975  0.401
H  0.63963  -1.44290  -5.99692  0.420
C  -4.77971  -2.64302  1.17851  -2.025
C  -3.72413  -1.93512  0.32088  2.940
C  -4.20455  -2.00350  -1.13564  -1.915
C  -3.74266  -0.44340  0.69520  -1.665
Si  -1.84788  -2.58788  0.43208  -0.329
C  -1.81011  -4.34268  -0.51883  2.975
C  -2.99430  -5.29039  -0.29673  -1.898
C  -0.53162  -5.10467  -0.14578  -2.057
C  -1.69025  -4.09107  -2.02942  -2.134
C  -1.53908  -3.01227  2.35323  3.097
C  -0.03451  -3.19463  2.61494  -1.704
C  -1.94675  -1.81070  3.21752  -2.099
C  -2.25835  -4.24328  2.91951  -2.028
H  -5.77140  -2.20966  0.97579  0.553
H  -4.59171  -2.52145  2.24647  0.327
H  -4.84113  -3.71292  0.97001  0.251
H  -5.16735  -1.47901  -1.22600  0.613
H  -4.35951  -3.02858  -1.47786  0.318
H  -3.49925  -1.51222  -1.80666  0.042
H  -4.76141  -0.04641  0.56901  0.534
H  -3.08254  0.13427  0.04870  0.020
H  -3.44484  -0.25985  1.72607  0.254
H  -3.15868  -5.52221  0.75637  0.241
H  -2.81352  -6.24162  -0.82189  0.575
H  -3.92332  -4.87885  -0.69483  0.320
H  -0.54479  -5.48099  0.87746  0.270
H  0.35172  -4.47168  -0.26373  0.162
H  -0.40872  -5.96949  -0.81474  0.587
H  -2.49573  -3.47476  -2.42775  0.267
H  -1.70651  -5.05299  -2.56500  0.637
H  -0.75129  -3.59141  -2.26744  0.259
H  0.48280  -2.24276  2.52079  0.220
H  0.44604  -3.91198  1.95029  0.215
H  0.11926  -3.53842  3.64827  0.592
H  -1.52676  -0.87725  2.83796  0.188
H  -1.56578  -1.94559  4.23946  0.550
H  -3.02970  -1.69456  3.28572  0.343
H  -1.88917  -5.17412  2.48572  0.311
H  -3.33751  -4.20856  2.76170  0.257
H  -2.08424  -4.30400  4.00479  0.597
N  2.31981  6.30870  2.87899  -0.703
C  1.60869  5.94337  1.71931  0.372
C  0.49739  5.10432  1.80965  -0.388
C  -0.14217  4.66573  0.66704  -0.303
C  0.30577  5.08023  -0.58356  -0.231
C  1.37602  5.95309  -0.67992  -0.541
C  2.01833  6.39537  0.46912  -0.614
S  -0.42231  4.36907  -2.04140  1.297
O  -1.83724  4.65145  -2.00599  -0.812
O  0.31989  4.91471  -3.16911  -0.747
N  -0.22938  2.81494  -1.84459  -0.040
C  0.92925  2.20523  -2.09671  -0.348
S  2.27952  2.93603  -2.98522  -0.247
C  3.19067  1.48426  -2.77127  -0.660
C  2.46017  0.57972  -2.09149  -1.091
N  1.20103  0.96722  -1.69250  1.279
H  2.20551  5.61636  3.60721  0.326
H  3.30821  6.41172  2.68665  0.307
H  0.18335  4.71867  2.77250  0.287
H  -0.94968  3.94894  0.74333  0.396
H  1.71626  6.25901  -1.66046  0.487
H  2.87912  7.05166  0.39301  0.327
H  4.18375  1.35845  -3.16825  0.456
H  2.79683  -0.41935  -1.86939  0.311

Cartesian forces, eV/Å:
V -0.23 0.49 0.04
N 0.01 0.00 0.03
C -0.02 -0.05 -0.02
C 0.02 -0.02 0.01
C 0.03 -0.02 0.00
C -0.01 -0.04 -0.04
C -0.05 0.02 0.05
C 0.01 -0.01 -0.03
S 0.03 -0.07 0.03
O -0.01 -0.01 -0.02
O 0.03 0.03 0.00
N -0.13 0.15 0.05
C 0.01 -0.12 -0.04
N 0.05 -0.04 0.00
C -0.01 0.01 0.01
C -0.02 0.00 -0.01
C 0.05 0.04 0.06
N 0.24 -0.20 -0.01
H -0.01 0.02 0.00
H 0.01 0.00 -0.01
H 0.01 0.01 0.00
H 0.01 -0.01 0.00
H 0.00 -0.02 0.01
H 0.01 0.00 0.01
H 0.00 0.01 0.00
H -0.01 0.00 -0.01
H 0.01 0.00 0.00
C 0.01 0.00 -0.03
N -0.06 0.04 0.03
C 0.02 -0.03 0.00
C -0.03 0.03 -0.02
C 0.07 0.02 -0.01
O -0.04 0.01 -0.01
N -0.02 -0.16 -0.05
C 0.12 -0.11 -0.05
O -0.03 0.01 0.07
H 0.00 -0.01 -0.01
H 0.00 0.02 0.06
H 0.00 0.01 0.02
H 0.01 -0.01 -0.01
H 0.00 0.00 -0.01
C 0.01 -0.01 0.02
C 0.01 -0.01 0.00
C -0.02 -0.01 0.02
C 0.01 -0.01 -0.02
Si 0.04 0.02 0.00
C 0.02 0.02 0.01
C -0.02 0.01 0.01
C -0.01 0.01 0.02
C 0.01 0.01 0.00
C -0.02 0.00 -0.01
C -0.01 -0.01 -0.02
C -0.03 0.02 -0.01
C -0.02 -0.02 -0.02
H -0.01 0.01 -0.01
H -0.01 0.00 -0.02
H 0.00 -0.01 0.00
H -0.01 0.01 0.00
H 0.00 0.02 0.00
H 0.01 0.01 -0.02
H -0.02 0.00 0.00
H -0.01 0.01 0.01
H 0.01 0.00 0.02
H 0.00 0.00 0.00
H 0.00 -0.01 -0.01
H 0.00 -0.01 0.01
H -0.01 -0.01 0.03
H 0.01 0.01 0.01
H 0.00 -0.01 -0.01
H 0.00 -0.01 -0.01
H 0.01 -0.01 0.00
H 0.00 0.00 0.00
H 0.02 0.02 0.00
H 0.00 -0.01 0.00
H 0.00 0.00 0.01
H 0.00 0.02 0.00
H 0.00 0.00 0.01
H 0.01 0.01 0.00
H 0.02 -0.01 -0.01
H 0.02 -0.01 0.00
H 0.01 0.00 0.01
N -0.01 0.05 0.00
C 0.00 -0.03 0.05
C 0.00 0.01 -0.03
C -0.02 -0.02 0.01
C 0.00 -0.04 -0.04
C 0.03 0.05 0.01
C -0.03 0.02 -0.04
S -0.13 0.06 -0.05
O 0.03 0.01 0.03
O 0.02 0.00 0.03
N -0.05 -0.08 0.01
C -0.04 0.03 0.11
S 0.10 -0.03 -0.05
C -0.01 -0.01 0.06
C 0.02 0.00 -0.09
N -0.02 0.01 -0.07
H -0.01 0.02 -0.01
H -0.01 0.00 -0.02
H 0.00 -0.01 0.01
H 0.00 -0.01 0.00
H 0.00 -0.01 -0.01
H 0.01 -0.01 0.02
H 0.01 0.01 -0.01
H -0.03 -0.05 0.02

Calculated values
energy	-129900.145	eV
relative energy (zero: lowest compared OMol25 entry of this formula, charge and spin)	0.00	kJ/mol
total charge	-2
Kohn-Sham gap (spin up / spin down)	5.781 / 5.582	eV
spin multiplicity	4
HOMO (spin up / spin down)	-1.8 / -1.6	eV

=====

No. 2
A 9-piece molecular cluster, C36H50B2F3N9O2P overall in a non-equilibrium geometry, computed with ωB97M-V with the def2-TZVPD basis set.

Each line ends with the Mulliken charge.
CARTESIAN COORDINATES (ANGSTROEM)
C  -6.38405  -1.23208  3.90214  -0.862
C  -6.25145  -1.39963  5.27298  -0.153
B  -4.86984  -1.55320  6.11505  1.042
C  -4.44415  -0.13503  6.87808  -0.592
B  -4.68898  1.17949  5.98504  0.561
O  -4.54860  1.28410  4.56216  -0.520
O  -5.04440  2.39342  6.69000  -0.633
P  -5.28365  -2.79487  7.57200  0.179
N  -5.86719  -4.21080  7.05459  -0.802
C  -3.61304  -2.19218  5.28737  0.420
F  -3.94476  -3.13604  4.31717  -0.343
F  -2.75509  -2.87816  6.18957  -0.336
F  -2.78084  -1.24894  4.64882  -0.257
H  -5.58008  -1.48734  3.16071  0.162
H  -7.33791  -0.77029  3.50448  0.216
H  -7.21666  -1.42245  5.87427  0.186
H  -3.37824  -0.19920  7.24925  0.111
H  -5.14303  -0.06271  7.77549  -0.010
H  -3.61019  1.44254  4.37404  0.235
H  -5.83918  2.79506  6.30461  0.262
H  -6.26830  -2.13061  8.38686  0.001
H  -4.11186  -2.98924  8.40522  -0.013
H  -6.82052  -4.31787  7.43141  0.173
N  -1.93703  -4.55498  1.52603  0.077
C  -2.12953  -3.23115  1.80928  -1.165
C  -1.49485  -2.49535  0.83949  -0.085
C  -0.90103  -3.41121  -0.06739  -0.368
C  -1.19289  -4.67475  0.38005  -0.917
H  -2.28838  -5.32146  2.07465  0.243
H  -2.69810  -2.92811  2.67422  0.477
H  -1.46216  -1.41789  0.78676  0.517
H  -0.32532  -3.17098  -0.94887  0.620
H  -0.93615  -5.64609  -0.01404  0.596
N  -1.30921  1.34243  8.73781  0.023
C  -0.11287  0.81933  8.32800  -0.484
C  0.37912  0.03986  9.34478  -0.397
C  -0.55889  0.09007  10.40587  -0.374
C  -1.59111  0.89894  10.00091  -0.511
H  -1.89215  1.95628  8.19440  0.212
H  0.28442  1.04711  7.35171  0.358
H  1.30922  -0.50694  9.32666  0.396
H  -0.48708  -0.41082  11.35897  0.400
H  -2.49857  1.19695  10.50136  0.378
N  -0.90513  1.54180  0.20030  0.053
C  -0.34949  2.11259  -0.91291  -0.826
C  -1.37105  2.51721  -1.73474  0.031
C  -2.58926  2.18358  -1.09118  -0.833
C  -2.27050  1.58558  0.10159  -0.525
H  -0.39095  1.15144  0.97102  0.217
H  0.72122  2.17987  -1.02445  0.398
H  -1.25527  3.00056  -2.69180  0.467
H  -3.58756  2.36171  -1.45979  0.406
H  -2.89477  1.18718  0.88619  0.597
N  0.22608  3.22293  -5.17666  -0.010
C  0.00279  1.87320  -5.13751  -0.452
C  1.14705  1.24261  -5.55618  -0.800
C  2.09891  2.24996  -5.85383  0.147
C  1.50285  3.46205  -5.60741  -0.649
H  -0.44384  3.92940  -4.92689  0.225
H  -0.94868  1.47962  -4.81734  0.444
H  1.28487  0.17574  -5.63806  0.420
H  3.10784  2.10359  -6.20848  0.314
H  1.87483  4.47049  -5.70216  0.369
N  2.83192  -2.90506  -0.37174  0.047
C  2.58976  -4.01436  0.39078  -0.526
C  3.23959  -5.07553  -0.18785  -0.407
C  3.90410  -4.58573  -1.34120  -0.394
C  3.63639  -3.24250  -1.42737  -0.557
H  2.47468  -1.98453  -0.18530  0.212
H  1.97631  -3.95318  1.27549  0.420
H  3.23830  -6.09073  0.17773  0.413
H  4.51054  -5.15321  -2.03031  0.385
H  3.94637  -2.50060  -2.14626  0.402
N  -3.75090  -5.91359  -1.33652  0.139
C  -2.98265  -5.52801  -2.40043  -0.172
C  -3.61357  -5.93941  -3.54851  -0.608
C  -4.81067  -6.59290  -3.16144  -0.374
C  -4.86924  -6.55871  -1.79050  -0.604
H  -3.52842  -5.74760  -0.36940  0.179
H  -2.05688  -4.99764  -2.24919  0.288
H  -3.25463  -5.78606  -4.55463  0.391
H  -5.54704  -7.03757  -3.81330  0.381
H  -5.60719  -6.93741  -1.10119  0.375
N  5.53192  3.98543  -5.56796  0.139
C  6.49263  4.92531  -5.30935  -0.426
C  7.71888  4.35153  -5.54050  -0.626
C  7.48807  3.01715  -5.95987  -0.498
C  6.12958  2.82124  -5.96962  -0.256
H  4.54005  4.12795  -5.47748  0.137
H  6.22232  5.91715  -4.98281  0.405
H  8.67521  4.83789  -5.42231  0.417
H  8.23286  2.28291  -6.22518  0.390
H  5.53871  1.95636  -6.22565  0.321
N  7.97899  6.50121  -8.51385  0.083
C  7.78262  7.82499  -8.23025  -0.246
C  8.41542  8.56434  -9.19864  -0.587
C  9.01142  7.65116  -10.10361  -0.396
C  8.72263  6.38574  -9.65637  -0.498
H  7.62958  5.73051  -7.96573  0.184
H  7.21255  8.12615  -7.36572  0.352
H  8.44517  9.64177  -9.25072  0.372
H  9.58677  7.89289  -10.98399  0.380
H  8.98251  5.41631  -10.05095  0.352

Cartesian forces, eV/Å:
C -0.45 0.12 1.74
C -0.49 -0.10 -1.90
B -0.13 0.24 0.07
C -0.29 0.42 -0.08
B 0.18 0.51 0.38
O 0.31 0.16 1.47
O -0.48 -1.43 -0.70
P -0.44 -1.47 -0.88
N -0.52 0.48 0.76
C 0.47 -0.51 0.45
F 0.65 1.02 0.94
F -0.51 0.77 -1.52
F -0.68 -1.22 0.42
H -0.68 0.73 0.95
H 1.00 -1.10 0.22
H 1.06 0.67 -0.73
H -0.97 0.09 -0.22
H 1.07 0.26 -0.78
H -0.37 -0.22 -0.13
H 0.60 0.17 -0.15
H 0.67 0.09 0.05
H -0.61 0.52 0.02
H 0.63 -0.21 -0.25
N -0.04 0.12 -0.18
C -0.05 0.15 0.15
C -0.04 -0.06 0.13
C 0.04 -0.14 -0.11
C 0.12 -0.12 -0.02
H 0.05 0.13 0.07
H 0.11 -0.03 -0.14
H -0.06 -0.06 -0.02
H -0.02 -0.05 0.04
H 0.06 0.07 0.02
N 0.11 -0.06 0.08
C 0.02 0.07 -0.02
C 0.10 0.05 -0.18
C -0.16 0.08 0.11
C -0.03 0.07 0.02
H -0.04 -0.14 0.04
H -0.02 -0.06 0.06
H -0.07 0.02 -0.02
H -0.03 0.02 -0.07
H 0.05 -0.06 -0.04
N -0.11 0.11 -0.13
C 0.13 -0.03 -0.02
C 0.17 0.02 0.02
C -0.12 -0.06 0.15
C -0.03 -0.06 0.08
H -0.08 0.03 -0.05
H -0.07 0.00 -0.04
H 0.02 -0.03 0.08
H 0.06 -0.03 0.05
H 0.00 0.01 -0.08
N 0.10 -0.09 0.01
C -0.03 -0.02 -0.07
C -0.18 -0.09 0.08
C 0.08 0.24 0.01
C 0.06 0.06 -0.02
H 0.06 -0.07 -0.01
H 0.09 -0.02 0.00
H -0.02 0.07 0.02
H -0.07 -0.01 -0.01
H -0.04 -0.05 -0.03
N 0.10 -0.13 0.01
C -0.03 -0.02 0.09
C -0.09 0.04 0.17
C 0.06 0.15 -0.15
C 0.01 0.03 -0.08
H -0.01 -0.11 0.00
H -0.01 -0.04 -0.09
H -0.01 0.07 -0.01
H -0.04 0.05 0.03
H -0.01 -0.07 0.03
N -0.08 -0.07 -0.17
C 0.06 -0.04 -0.04
C 0.15 0.09 0.04
C -0.16 -0.08 0.10
C 0.01 -0.04 0.04
H 0.01 0.15 -0.11
H -0.10 -0.01 -0.01
H -0.01 0.01 0.07
H 0.03 0.03 0.05
H 0.03 0.02 -0.06
N 0.14 -0.01 -0.08
C -0.07 0.07 -0.01
C 0.00 0.24 -0.01
C -0.12 -0.18 -0.10
C -0.05 0.00 0.03
H 0.07 -0.07 0.03
H 0.05 -0.07 0.02
H -0.06 -0.02 0.02
H -0.06 0.04 0.03
H 0.08 0.03 0.03
N -0.01 0.03 -0.10
C 0.01 -0.04 0.04
C -0.12 0.08 0.15
C 0.06 -0.17 -0.10
C 0.00 -0.02 0.04
H 0.05 0.07 0.03
H 0.05 0.00 -0.06
H -0.01 -0.07 0.01
H -0.04 -0.02 0.05
H 0.00 0.07 0.01

Calculated values
energy	-74444.058	eV
total charge	-1
Kohn-Sham gap	5.799	eV
HOMO	-4.3	eV